This record from the Open Molecules 2025 dataset describes a structure of composition C30H52As3IN4SiTi. The level of theory is ωB97M-V/def2-TZVPD.

```
! wB97M-V def2-TZVPD RIJCOSX def2/J DEFGRID3
* xyz 2 1
Ti -0.7973 0.5873 0.2109
C -2.3493 -1.5306 2.1468
N -1.9913 -0.1645 1.6930
C -2.6000 0.8471 2.2582
C -2.2769 2.1640 1.8780
C -2.7601 3.3929 2.2976
C -2.0210 4.3716 1.6156
C -1.1177 3.7043 0.8092
N -1.2454 2.3590 0.9403
C -1.8300 -1.8333 3.5265
C -2.6941 -1.8465 4.6136
C -2.2084 -2.0979 5.8912
C -0.8582 -2.3407 6.0841
C 0.0103 -2.3399 4.9985
C -0.4755 -2.0887 3.7268
H -1.9400 -2.2350 1.4212
H -3.4373 -1.6274 2.1195
H -3.3510 0.6754 3.0277
H -3.5377 3.5522 3.0281
H -2.1182 5.4403 1.7101
H -0.3724 4.1280 0.1532
H -3.7545 -1.6739 4.4663
H -2.8884 -2.1119 6.7321
H -0.4809 -2.5426 7.0774
H 1.0624 -2.5446 5.1474
H 0.2063 -2.1001 2.8822
C -0.8002 3.2213 -2.8573
As 0.1716 1.7492 -2.0430
C 1.9112 2.5826 -1.8317
C 0.3253 0.6529 -3.6553
C 1.0446 -0.7072 -3.6541
C 1.2526 -1.0569 -5.1390
C 0.1449 -1.8093 -3.0879
As -0.5121 -1.7712 -1.2393
C -2.0158 -2.9858 -1.5227
C 0.6635 -2.9915 -0.2944
C 2.3860 -0.6213 -2.9107
As 3.8503 -1.8826 -3.4121
C 3.4217 -3.3871 -2.2284
C 5.1499 -1.0358 -2.2176
H -0.1557 3.6510 -3.6236
H -1.0465 3.9899 -2.1283
H -1.7141 2.8556 -3.3209
H 2.2942 2.8346 -2.8204
H 2.6108 1.9253 -1.3236
H 1.7983 3.4969 -1.2508
H 0.8330 1.3190 -4.3591
H -0.7001 0.5396 -4.0219
H 0.3113 -0.9799 -5.6870
H 1.6354 -2.0700 -5.2629
H 1.9724 -0.3783 -5.5992
H 0.6444 -2.7778 -3.1740
H -0.7645 -1.8722 -3.6921
H -1.6068 -3.9346 -1.8690
H -2.6781 -2.6061 -2.2995
H -2.5698 -3.1730 -0.6028
H 0.7559 -3.9104 -0.8717
H 0.2399 -3.2246 0.6830
H 1.6472 -2.5492 -0.1622
H 2.2385 -0.6776 -1.8239
H 2.8421 0.3511 -3.1149
H 2.5331 -3.9164 -2.5727
H 3.2891 -3.0617 -1.1960
H 4.2539 -4.0892 -2.2657
H 5.4644 -0.0796 -2.6337
H 6.0274 -1.6755 -2.1384
H 4.7331 -0.8844 -1.2199
I -5.9885 3.1560 -2.4461
C -4.6546 1.7246 -1.8293
C -4.7701 0.3552 -1.9254
N -3.6542 -0.1710 -1.3915
N -2.8099 0.7779 -0.9452
C -3.4206 1.9333 -1.2052
H -5.5575 -0.2668 -2.3179
H -3.4451 -1.1443 -1.2457
H -2.9711 2.8667 -0.9107
C 2.5181 2.8018 1.6060
Si 1.8019 1.2218 2.2915
C 0.5546 1.6181 3.6220
C 3.1472 0.1285 2.9823
C 1.0737 0.1816 0.8347
H 2.9630 3.3713 2.4259
H 1.7597 3.4420 1.1513
H 3.3079 2.6209 0.8748
H 1.0972 1.8906 4.5308
H -0.0834 0.7700 3.8782
H -0.0759 2.4685 3.3571
H 3.6823 0.6441 3.7829
H 3.8777 -0.1444 2.2178
H 2.7382 -0.7932 3.4034
H 1.0285 -0.8498 1.2100
H 1.8249 0.1919 0.0371
*
```

Strongest force on any atom (eV/A): 0.4
E_LUMO (hartree): -0.2538
Relative energy (zero: lowest compared OMol25 entry of this formula, charge and spin) (kcal per mole): 1.96

Here are the Löwdin charges for atoms 1 to 4, given in e: atom 1 (Ti): 0.760, atom 2 (C): -0.140, atom 3 (N): -0.078, atom 4 (C): -0.040